No. 1
C27H23Cl3N2O5Os | wB97M-V/def2-TZVPD

Values from the calculation:
* spin multiplicity: 1
* charge: +2
* E_HOMO (spin up / spin down): -13.206 / -13.206 eV
* orbital gap (spin up / spin down): 4.64 / 4.62 eV
* ΔE to the lowest compared entry with this formula, charge and spin: 0.00 kcal per mole

Positions of all 61 atoms, in Å:
Os  1.277  -0.372  1.446
C  -0.685  -2.343  3.139
O  -0.129  -1.900  1.875
C  -0.785  -2.279  0.711
C  -1.922  -3.060  0.675
C  -2.445  -3.391  -0.568
C  -1.842  -2.950  -1.739
C  -0.706  -2.163  -1.692
C  -0.171  -1.824  -0.456
N  0.995  -1.034  -0.265
N  1.590  -0.682  -1.436
C  2.445  0.263  -1.564
C  2.983  1.126  -0.450
O  2.712  0.907  0.756
C  3.876  2.182  -0.763
C  4.256  2.401  -2.045
C  3.811  1.598  -3.154
C  4.258  1.881  -4.442
C  3.835  1.108  -5.512
C  2.965  0.052  -5.293
C  2.508  -0.236  -4.012
C  2.923  0.531  -2.932
H  -0.614  -3.427  3.190
H  -1.718  -2.008  3.211
H  -0.085  -1.885  3.916
H  -2.403  -3.415  1.573
H  -3.339  -3.995  -0.616
H  -2.267  -3.220  -2.695
H  -0.236  -1.809  -2.597
H  4.234  2.789  0.056
H  4.939  3.215  -2.259
H  4.940  2.706  -4.600
H  4.184  1.328  -6.511
H  2.636  -0.557  -6.124
H  1.835  -1.066  -3.855
Cl  2.249  -0.447  3.950
C  3.715  -1.305  3.437
Cl  3.403  -1.883  1.774
H  3.892  -2.160  4.079
H  4.539  -0.603  3.414
C  -4.207  2.125  2.956
C  -3.923  1.368  1.688
C  -4.692  0.253  1.360
C  -4.513  -0.406  0.156
Cl  -5.487  -1.794  -0.208
C  -3.593  0.048  -0.781
C  -2.811  1.141  -0.463
C  -2.949  1.764  0.770
O  -2.105  2.847  1.014
C  -1.224  2.712  2.090
C  -0.224  1.608  1.903
O  0.888  1.540  2.486
O  -0.467  0.599  1.158
H  -5.233  1.952  3.272
H  -4.077  3.198  2.811
H  -3.566  1.812  3.784
H  -5.465  -0.081  2.041
H  -3.510  -0.439  -1.743
H  -2.083  1.527  -1.163
H  -1.732  2.505  3.038
H  -0.681  3.649  2.213

---

No. 2
C27H24BF3O3S | wB97M-V/def2-TZVPD

Values from the calculation:
* spin multiplicity: 1
* charge: 0
* E_HOMO: -6.334 eV
* orbital gap: 5.99 eV

Positions of all 59 atoms, in Å:
C  1.930  0.079  -2.665
O  1.612  0.187  -1.176
C  0.427  -0.119  -0.691
C  -0.806  0.229  -1.621
C  -1.764  -0.880  -1.766
C  -3.030  -0.668  -2.252
C  -3.386  0.534  -2.902
C  -4.749  0.706  -3.496
C  -2.470  1.576  -2.924
C  -1.157  1.454  -2.439
H  2.688  0.845  -2.851
H  2.397  -0.891  -2.920
H  1.031  0.237  -3.277
H  0.243  -1.083  -0.219
H  -1.412  -1.860  -1.432
H  -3.791  -1.455  -2.120
H  -4.936  1.760  -3.720
H  -4.849  0.171  -4.445
H  -5.547  0.339  -2.843
H  -2.790  2.540  -3.329
H  -0.356  2.172  -2.721
C  1.473  0.569  5.844
C  1.300  -0.118  4.513
C  0.409  -1.111  4.154
C  0.668  -1.770  2.894
C  1.790  -1.255  2.272
B  -1.323  1.112  -0.505
C  2.395  -1.611  1.018
C  3.416  -0.802  0.505
C  4.299  -1.338  -0.398
C  4.169  -2.711  -0.641
C  5.275  -3.490  -1.293
F  5.545  -4.730  -0.755
F  4.948  -3.741  -2.587
F  6.490  -2.895  -1.341
C  2.981  -3.412  -0.429
C  2.028  -2.809  0.362
O  -2.079  0.442  0.447
C  -2.492  1.516  1.160
C  -1.503  2.602  0.971
C  -1.897  3.940  0.989
C  -3.262  4.138  0.787
C  -4.199  3.104  0.854
C  -3.849  1.818  1.279
O  -0.636  2.249  -0.031
S  2.435  0.140  3.187
H  1.109  -0.034  6.673
H  2.526  0.747  6.062
H  0.971  1.532  5.940
H  -0.382  -1.339  4.872
H  -0.035  -2.466  2.428
H  3.502  0.253  0.736
H  5.104  -0.705  -0.814
H  2.882  -4.440  -0.794
H  1.074  -3.304  0.553
H  -1.139  4.693  0.782
H  -3.503  5.076  0.316
H  -5.176  3.239  0.400
H  -4.602  1.033  1.401

---

Number 1: E -2999.0221 hartree. Number 2: E -1991.4047 hartree.